1.
ORCA calculation (the ωB97M-V functional and the def2-TZVPD basis) on C5H9Br3O as an isolated structure.

Its expectation value of S² is 2.0072. Its net charge is 0. The value obtained for the frontier orbital gap (alpha / beta) is 6.702 / 5.863 eV. The multiplicity is 3. The value obtained for the HOMO energy (alpha / beta) is -6.1845 / -10.1078 eV. The energy relative to the best compared isomer or geometry (same formula, charge and spin) is 0.0 kcal/mol.

Structure (XYZ):
```
18
C5H9Br3O | OMol25 | the ωB97M-V functional and the def2-TZVPD basis
C -0.20 -0.58 1.73
C 1.21 0.03 -2.02
C -1.50 0.55 -0.11
C -0.24 -0.45 0.23
C 1.17 -0.12 -0.42
O -1.62 1.70 0.57
Br -3.13 -0.55 0.02
Br 2.44 -1.60 0.33
Br 1.96 1.58 0.24
H 0.24 0.37 2.24
H 0.23 -1.46 2.14
H -1.32 -0.68 2.11
H 1.37 -0.86 -2.59
H 2.07 0.60 -2.31
H 0.30 0.45 -2.26
H -1.41 0.86 -1.15
H -0.47 -1.44 -0.09
H -1.12 1.59 1.34
```

2.
ORCA calculation (the ωB97M-V functional and the def2-TZVPD basis) on C8H10N5OS as an isolated structure.

Its net charge is -1. The value obtained for the frontier orbital gap (alpha / beta) is 7.110 / 7.109 eV. The value obtained for the HOMO energy (alpha / beta) is -4.1725 / -4.1717 eV. The energy relative to the best compared isomer or geometry (same formula, charge and spin) is 1.2 kcal/mol.

Structure (XYZ):
```
25
C8H10N5OS | OMol25 | the ωB97M-V functional and the def2-TZVPD basis
C 2.18 -0.20 0.61
C -0.08 2.78 0.39
C -0.53 2.88 -1.10
C 0.93 0.41 0.84
C -0.41 -1.08 -0.46
C 0.10 1.54 -1.22
C -2.58 -2.34 0.18
C -1.37 -1.59 0.61
N 3.76 -1.55 0.79
N 2.77 -1.05 1.49
N 2.83 -0.17 -0.58
N 3.77 -1.06 -0.42
N 0.41 1.52 0.14
O 0.02 3.50 1.35
S -1.09 0.10 -1.62
H -1.54 2.78 -1.16
H -0.26 3.82 -1.57
H 0.54 0.32 1.93
H 0.36 -1.77 -0.83
H 0.85 1.52 -2.03
H -3.31 -2.50 0.97
H -2.26 -3.36 -0.16
H -3.03 -1.85 -0.60
H -0.57 -2.06 1.25
H -1.50 -0.60 1.20
```

3.
ORCA calculation (the ωB97M-V functional and the def2-TZVPD basis) on C52H41BrF5N7O6P2SSeTeTi as an isolated structure.

Its net charge is 0. The value obtained for the frontier orbital gap is 5.669 eV. The value obtained for the HOMO energy is -7.5248 eV. The energy relative to the best compared isomer or geometry (same formula, charge and spin) is 55.3 kcal/mol.

Structure (XYZ):
```
118
C52H41BrF5N7O6P2SSeTeTi | OMol25 | the ωB97M-V functional and the def2-TZVPD basis
Ti 0.02 1.04 0.38
O -1.04 -0.73 -3.34
C 0.12 -0.65 -4.07
C 0.10 -0.55 -5.46
C 1.28 -0.67 -6.18
C 2.47 -0.90 -5.51
C 2.50 -0.85 -4.13
C 1.33 -0.69 -3.39
P 1.50 -0.26 -1.58
C 2.62 1.13 -2.03
C 4.01 1.19 -1.96
C 4.68 2.31 -2.41
C 4.00 3.38 -2.96
C 2.62 3.31 -3.08
C 1.94 2.20 -2.62
C 2.48 -1.71 -1.05
C 1.87 -2.94 -1.31
C 2.45 -4.12 -0.87
C 3.64 -4.09 -0.16
C 4.24 -2.88 0.10
C 3.66 -1.69 -0.32
C -2.00 -1.65 -3.70
C -2.02 -2.45 -4.83
C -3.08 -3.33 -5.03
C -4.11 -3.43 -4.10
C -4.06 -2.67 -2.95
C -3.01 -1.78 -2.74
P -2.72 -0.87 -1.17
C -3.55 -2.09 -0.08
C -4.87 -2.04 0.34
C -5.37 -3.04 1.16
C -4.56 -4.09 1.56
C -3.25 -4.15 1.12
C -2.75 -3.16 0.30
C -3.93 0.49 -1.31
C -4.32 0.98 -2.55
C -5.14 2.09 -2.64
C -5.56 2.73 -1.48
C -5.19 2.25 -0.24
C -4.38 1.13 -0.15
H -0.83 -0.35 -5.98
H 1.26 -0.62 -7.26
H 3.38 -1.07 -6.07
H 3.44 -0.95 -3.61
H 4.59 0.38 -1.55
H 5.76 2.35 -2.32
H 4.53 4.25 -3.31
H 2.06 4.12 -3.53
H 0.87 2.13 -2.75
H 0.94 -2.96 -1.86
H 1.96 -5.07 -1.07
H 4.09 -5.01 0.19
H 5.16 -2.84 0.68
H 4.13 -0.76 -0.07
H -1.22 -2.45 -5.55
H -3.10 -3.95 -5.91
H -4.92 -4.12 -4.27
H -4.82 -2.79 -2.19
H -5.51 -1.22 0.04
H -6.40 -2.99 1.50
H -4.95 -4.85 2.22
H -2.61 -4.97 1.43
H -1.72 -3.18 -0.05
H -3.98 0.49 -3.45
H -5.44 2.46 -3.61
H -6.18 3.62 -1.55
H -5.51 2.74 0.66
H -4.11 0.74 0.82
N 1.82 6.13 5.56
C 1.88 5.29 4.48
C 0.72 4.97 3.76
C 0.79 4.14 2.67
C 2.01 3.60 2.29
C 3.18 3.97 2.94
C 3.12 4.81 4.03
S 2.14 2.57 0.83
O 0.86 2.75 0.07
O 3.30 3.01 0.13
N 2.07 0.92 0.89
C 2.81 0.39 1.88
N 3.52 1.27 2.60
C 4.25 0.81 3.59
C 4.31 -0.54 3.91
C 3.57 -1.37 3.09
N 2.83 -0.93 2.09
H 0.92 6.27 5.99
H 2.62 6.17 6.17
H -0.23 5.36 4.08
H -0.09 3.93 2.08
H 4.12 3.59 2.58
H 4.02 5.11 4.54
H 4.81 1.56 4.15
H 4.90 -0.91 4.72
H 3.56 -2.45 3.21
O -2.59 -1.03 2.31
N -1.92 -0.14 1.84
O -1.23 -0.31 0.79
Se -1.87 3.40 -3.00
C -1.32 2.22 -1.93
N -0.87 1.34 -1.26
F -3.51 1.64 2.91
Te -1.53 1.68 2.84
F -0.66 2.42 4.48
F -1.90 2.26 0.88
F -1.92 0.41 4.32
F -2.09 3.57 2.93
O 0.13 1.42 2.19
Br -0.82 -4.79 5.32
C -0.30 -3.44 4.10
C -0.14 -2.13 4.53
C 0.21 -1.19 3.58
N 0.40 -1.47 2.30
C 0.29 -2.73 1.91
C -0.05 -3.76 2.77
H -0.31 -1.84 5.55
H 0.37 -0.16 3.89
H 0.51 -2.92 0.87
H -0.14 -4.78 2.43
```

4.
ORCA calculation (the ωB97M-V functional and the def2-TZVPD basis) on an isolated ion of composition C4H7N2 and charge +1.

Its net charge is +1. The value obtained for the frontier orbital gap is 9.313 eV. The value obtained for the HOMO energy is -15.1682 eV. The energy relative to the best compared isomer or geometry (same formula, charge and spin) is 70.0 kcal/mol.

Structure (XYZ):
```
13
C4H7N2 | OMol25 | the ωB97M-V functional and the def2-TZVPD basis
H 0.20 -2.94 -2.50
N -0.24 -2.56 -1.67
C -0.28 -1.35 -1.41
N -0.98 -0.99 -0.18
C -0.78 -0.02 0.68
C 0.37 0.81 0.47
C 0.75 1.83 1.23
H 0.07 -0.41 -2.08
H -1.65 -1.76 0.05
H -1.43 0.03 1.44
H 1.13 0.51 -0.26
H 0.01 2.29 1.89
H 1.84 2.18 1.11
```

5.
ORCA calculation (the ωB97M-V functional and the def2-TZVPD basis) on C16H24F6NO7PS3Ti as an isolated structure.

Its expectation value of S² is 0.7672. Its net charge is -1. The value obtained for the frontier orbital gap (alpha / beta) is 6.161 / 6.123 eV. The multiplicity is 2. The value obtained for the HOMO energy (alpha / beta) is -4.3869 / -4.4737 eV. The energy relative to the best compared isomer or geometry (same formula, charge and spin) is 30.3 kcal/mol.

Structure (XYZ):
```
59
C16H24F6NO7PS3Ti | OMol25 | the ωB97M-V functional and the def2-TZVPD basis
Ti -0.45 -0.83 0.72
C -1.50 2.09 -1.40
C -1.07 2.31 -0.06
C -1.77 1.45 0.79
C -2.61 0.63 -0.02
C -2.46 1.09 -1.38
C -3.37 0.68 -2.49
C -3.86 -0.03 0.49
C -2.01 1.78 2.24
C -0.16 3.41 0.41
C -1.02 2.89 -2.57
H -3.27 -0.38 -2.77
H -3.19 1.28 -3.39
H -4.41 0.82 -2.20
H -3.67 -0.59 1.41
H -4.29 -0.71 -0.25
H -4.62 0.73 0.72
H -2.48 0.96 2.78
H -2.67 2.66 2.30
H -1.10 2.03 2.77
H 0.44 3.08 1.25
H -0.75 4.28 0.74
H 0.51 3.74 -0.39
H 0.05 2.73 -2.77
H -1.15 3.96 -2.39
H -1.56 2.64 -3.48
F 2.50 -1.78 3.12
C 2.72 -0.49 3.41
F 3.18 -0.41 4.66
F 3.67 -0.03 2.58
S 1.17 0.49 3.25
O 0.93 0.34 1.78
O 1.58 1.81 3.62
N 0.12 -0.13 4.14
S -0.83 -1.49 3.76
O -1.93 -1.39 4.72
O -1.43 -1.08 2.36
C -0.07 -4.85 1.18
F 0.60 -2.29 0.90
F -0.12 -4.80 -0.14
F -1.22 -4.40 1.57
S -2.55 -2.53 -1.71
C -1.66 -1.81 -0.66
C 3.02 1.93 -1.60
O 1.72 1.59 -1.10
P 1.08 0.15 -1.30
O 2.42 -0.74 -1.06
C 2.42 -2.10 -1.48
O 1.01 -0.01 -2.91
C -0.20 -0.14 -3.65
H 3.09 3.01 -1.57
H 3.15 1.58 -2.63
H 3.79 1.49 -0.96
H 2.74 -2.17 -2.52
H 1.44 -2.56 -1.37
H 3.12 -2.63 -0.84
H -0.35 0.75 -4.26
H -1.05 -0.26 -2.99
H -0.11 -1.02 -4.29
```

6.
ORCA calculation (the ωB97M-V functional and the def2-TZVPD basis) on C5H7NO as an isolated structure.

Its net charge is 0. The value obtained for the frontier orbital gap is 10.335 eV. The value obtained for the HOMO energy is -9.5457 eV. The energy relative to the best compared isomer or geometry (same formula, charge and spin) is 87.8 kcal/mol.

Structure (XYZ):
```
14
C5H7NO | OMol25 | the ωB97M-V functional and the def2-TZVPD basis
O -1.25 1.07 -1.50
C -1.03 0.23 -0.39
C -0.16 -0.93 -0.67
C 1.08 -0.89 0.12
C 1.32 0.52 0.58
C -0.18 0.42 0.95
N -0.10 -1.11 0.96
H -2.19 1.30 -1.53
H -1.99 -0.09 0.02
H -0.23 -1.52 -1.59
H 1.76 -1.73 0.02
H 1.58 1.26 -0.18
H 2.03 0.53 1.41
H -0.63 0.95 1.80
```

7.
ORCA calculation (the ωB97M-V functional and the def2-TZVPD basis) on one molecule with the formula C7H3N.

Its net charge is 0. The value obtained for the frontier orbital gap is 8.252 eV. The value obtained for the HOMO energy is -9.4075 eV. The energy relative to the best compared isomer or geometry (same formula, charge and spin) is 52.4 kcal/mol.

Structure (XYZ):
```
11
C7H3N | OMol25 | the ωB97M-V functional and the def2-TZVPD basis
C -2.34 -0.72 0.13
C -1.14 -1.28 0.01
C 0.34 -1.27 -0.39
C 0.86 -0.01 -0.14
C 0.33 1.34 -0.12
C -0.35 2.32 -0.08
C 2.27 -0.21 -0.06
N 3.31 -0.48 0.26
H -3.44 -0.91 0.63
H 0.77 -2.20 -0.36
H -0.60 3.42 0.11
```